(1)
2 unconnected molecules or ions with the total composition C3H10NO3 in a non-equilibrium geometry, computed with ωB97M-V/def2-TZVPD.

Calculated values
- Lowest unoccupied orbital energy: 4.00 eV
- Relative energy (zero: lowest compared OMol25 entry of this formula, charge and spin): 44.9 kcal/mol
- HOMO level: -0.1114 Eh
- Kohn-Sham gap: 7.0 eV
- Charge: -1

CARTESIAN COORDINATES (ANGSTROEM)
O -1.42 -0.22 0.37
O -2.41 1.22 2.09
O 2.75 -0.13 0.13
N 0.57 -1.68 -1.10
C -0.98 0.48 -0.69
C 0.50 -0.28 -1.04
C 1.47 0.49 0.02
H 2.60 -1.12 0.04
H 0.72 0.24 -1.97
H 0.39 -2.06 -2.06
H -0.77 1.61 -0.41
H -2.49 0.42 1.39
H -0.04 -2.09 -0.39
H -2.59 1.73 1.39
H 0.93 0.17 1.03
H 1.61 1.49 -0.21
H -1.57 0.35 -1.59

=====

(2)
2 unconnected molecules or ions with the total composition ClHNO in a non-equilibrium geometry, computed with ωB97M-V/def2-TZVPD.

Calculated values
- Lowest unoccupied orbital energy (spin up / spin down): 4.34 / 4.34 eV
- Relative energy (zero: lowest compared OMol25 entry of this formula, charge and spin): 94.7 kcal/mol
- HOMO level (spin up / spin down): -0.1099 / -0.1232 Eh
- Kohn-Sham gap (spin up / spin down): 7.3 / 7.7 eV
- Charge: -1

CARTESIAN COORDINATES (ANGSTROEM)
Cl 2.01 0.09 0.00
O 0.63 -2.36 -0.09
N 0.50 -0.44 0.51
H -0.23 0.04 -0.01

=====

(3)
10 unconnected molecules or ions with the total composition C20H40O40S10 in a non-equilibrium geometry, computed with ωB97M-V/def2-TZVPD.

Calculated values
- Lowest unoccupied orbital energy: 0.07 eV
- Relative energy (zero: lowest compared OMol25 entry of this formula, charge and spin): 178.4 kcal/mol
- HOMO level: -0.4050 Eh
- Kohn-Sham gap: 11.1 eV

CARTESIAN COORDINATES (ANGSTROEM)
S -2.83 1.02 3.65
S -4.51 0.05 -5.53
S -0.16 -3.86 -2.38
S -0.18 -0.39 -0.74
S -0.10 -2.29 3.74
S 6.12 -3.11 0.11
S -6.07 -2.08 -0.28
S 3.17 2.44 -2.63
S 3.60 2.91 3.36
S -0.74 5.25 0.12
O 0.96 -3.43 4.33
O 4.53 3.25 -1.98
O -1.03 4.70 1.56
O 0.89 -0.45 0.55
O -6.60 -3.40 -0.58
O 4.34 3.36 4.72
O 4.61 2.60 2.32
O 0.47 -0.94 3.84
O -5.89 -1.94 1.36
O 5.19 -1.76 -0.24
O -1.88 6.23 -0.55
O 3.56 1.99 -3.96
O -6.57 -0.87 -0.92
O 0.63 5.78 -0.03
O -2.84 0.20 2.17
O -1.44 -4.46 -1.88
O 0.09 -2.86 2.16
O 2.48 3.75 3.02
O -3.27 0.16 4.77
O -1.63 1.85 3.76
O 5.56 -3.79 1.34
O -1.43 -1.01 -0.34
O -4.12 1.97 3.20
O -0.92 4.13 -1.09
O 7.58 -2.86 -0.02
O 0.56 -4.69 -3.59
O 5.53 -3.85 -1.22
O -1.50 -2.35 4.07
O -3.97 -0.17 -6.89
O 3.38 1.24 -1.48
O -3.48 1.07 -4.68
O 1.94 3.19 -2.51
O -0.45 1.27 -0.55
O 0.93 -3.48 -1.38
O -4.42 -2.04 -0.32
O 3.14 1.56 4.06
O -5.94 0.33 -5.25
O -3.94 -1.12 -4.56
O -0.49 -2.63 -3.44
O 0.49 -0.71 -2.00
C -4.20 2.03 1.73
C 0.22 -2.71 -4.67
C 2.84 1.74 5.45
C 0.54 0.49 1.44
C 4.12 -3.48 -1.43
C 1.48 -3.36 2.06
C -4.94 -2.81 1.92
C -2.15 6.00 -1.91
C 4.23 1.62 -0.43
C -1.78 4.54 -2.07
C 0.19 1.74 0.65
C -3.79 0.68 1.25
C -3.87 -2.86 0.68
C 3.96 2.74 5.92
C -3.66 -0.61 -3.25
C 4.55 3.05 -0.62
C 4.11 -1.89 -1.20
C 2.03 -3.74 3.46
C 0.94 -3.98 -4.73
C -2.95 0.64 -3.57
H -3.40 0.80 0.23
H -3.13 1.52 -2.96
H 5.52 3.41 -0.29
H -0.44 2.47 1.16
H -5.45 -3.73 2.20
H -0.41 0.19 1.87
H -4.63 -0.54 -2.77
H -2.96 -2.35 0.97
H -0.50 -2.60 -5.48
H -1.40 4.24 -3.05
H -4.55 -2.35 2.82
H 4.76 2.25 6.46
H 4.31 -1.26 -2.06
H 1.03 -1.98 -4.70
H 3.32 -4.05 -0.97
H 3.91 -3.77 -2.46
H 1.08 2.22 0.25
H -4.62 -0.02 1.23
H 1.52 -4.19 1.36
H 2.95 0.71 5.80
H -3.16 6.33 -2.12
H 1.95 -2.47 1.64
H 5.17 1.07 -0.51
H 1.23 0.76 2.24
H -3.59 2.85 1.35
H 3.29 -1.50 -0.58
H 3.77 3.63 -0.13
H -2.65 3.91 -1.86
H -5.20 2.36 1.45
H 1.81 2.02 5.65
H -1.47 6.63 -2.49
H -3.69 -3.86 0.27
H -3.11 -1.41 -2.76
H 0.93 -4.56 -5.65
H 3.58 3.58 6.50
H 2.78 -2.98 3.66
H 3.68 1.38 0.48
H -1.92 0.41 -3.85
H 1.98 -3.99 -4.40
H 2.49 -4.72 3.62

=====

(4)
A molecular structure, C39H94BN4NaO5 in a non-equilibrium geometry, computed with ωB97M-V/def2-TZVPD.

Calculated values
- Lowest unoccupied orbital energy: 0.05 eV
- HOMO level: -0.3127 Eh
- Kohn-Sham gap: 8.6 eV

CARTESIAN COORDINATES (ANGSTROEM)
Na -10.94 19.70 -24.09
O -12.90 18.79 -25.37
O -8.13 19.00 -30.85
O -8.40 14.88 -25.68
O -5.01 19.54 -24.44
O -6.97 24.88 -26.78
N -16.27 22.50 -25.49
N -10.31 17.95 -22.34
N -16.35 15.93 -22.32
N -12.21 21.69 -23.16
C -15.26 15.01 -22.05
C -10.07 22.35 -22.10
C -5.57 21.55 -25.61
C -7.90 17.36 -21.52
C -16.62 16.16 -23.76
C -16.70 20.06 -25.09
C -12.66 18.46 -26.52
C -12.93 21.46 -21.84
C -9.47 19.99 -29.13
C -6.84 16.72 -25.25
C -16.75 23.01 -24.20
C -16.89 21.25 -26.00
C -13.46 19.00 -27.72
C -12.46 22.16 -25.64
C -6.89 19.78 -28.97
C -8.23 24.83 -24.75
C -8.16 19.54 -29.77
C -7.93 24.45 -26.16
C -15.47 16.82 -24.49
C -8.10 16.51 -27.45
C -15.52 13.55 -22.44
C -11.56 17.40 -26.89
C -10.84 18.77 -19.97
C -6.45 21.04 -23.28
C -17.18 18.16 -21.65
C -11.72 16.13 -23.37
C -11.24 22.74 -22.98
C -8.90 23.52 -26.74
C -13.19 22.02 -24.26
C -8.87 18.41 -22.20
C -5.60 20.64 -24.45
C -15.45 24.72 -26.26
C -13.63 20.11 -21.87
C -11.03 17.69 -21.04
C -18.24 23.35 -24.14
C -10.39 16.85 -23.33
C -7.86 15.92 -26.09
C -16.06 17.15 -21.53
C -16.32 23.50 -26.54
B -9.24 19.93 -25.72
H -10.74 22.88 -23.95
H -5.92 16.78 -25.82
H -16.23 23.90 -23.85
H -18.57 23.49 -23.11
H -14.18 19.97 -20.93
H -6.27 22.10 -23.09
H -14.36 19.98 -22.67
H -13.99 21.30 -24.41
H -10.24 20.11 -29.89
H -15.93 16.89 -20.48
H -17.49 18.45 -22.65
H -5.97 19.76 -29.56
H -17.09 19.22 -25.67
H -6.65 16.10 -24.37
H -6.28 20.43 -22.38
H -9.89 23.98 -26.84
H -13.16 22.40 -26.44
H -16.60 22.31 -23.37
H -18.86 22.57 -24.58
H -16.84 19.13 -21.27
H -7.49 20.99 -23.60
H -15.55 13.54 -23.53
H -4.58 21.81 -25.99
H -12.58 16.80 -23.38
H -10.29 22.32 -21.03
H -9.80 19.29 -28.36
H -14.18 18.26 -28.09
H -8.89 22.72 -26.00
H -8.81 15.98 -28.08
H -12.90 19.42 -28.56
H -9.72 16.06 -23.00
H -13.69 22.21 -21.67
H -10.60 17.85 -26.64
H -17.27 20.22 -24.17
H -17.32 23.86 -26.78
H -10.57 16.80 -20.61
H -11.78 15.42 -24.20
H -15.06 14.92 -20.98
H -14.54 16.25 -24.46
H -12.27 21.48 -20.98
H -18.53 24.26 -24.66
H -9.81 18.82 -19.61
H -17.48 16.79 -23.99
H -9.72 21.36 -22.39
H -15.77 25.30 -25.40
H -8.47 18.62 -23.19
H -7.14 16.64 -27.95
H -9.17 22.97 -22.16
H -8.53 17.49 -27.25
H -18.08 17.85 -21.12
H -15.70 16.87 -25.55
H -12.88 19.33 -22.01
H -14.43 24.37 -26.13
H -8.55 16.85 -20.81
H -11.62 17.12 -27.94
H -12.10 17.59 -21.22
H -13.76 22.92 -24.02
H -11.75 22.98 -25.68
H -11.73 15.51 -22.48
H -16.45 21.05 -26.98
H -7.65 25.71 -24.44
H -11.70 23.64 -22.56
H -16.85 15.23 -24.30
H -16.44 13.25 -21.93
H -14.79 12.80 -22.14
H -6.82 18.92 -28.30
H -10.99 19.77 -20.36
H -15.39 25.39 -27.12
H -9.21 18.92 -25.36
H -15.34 17.85 -24.15
H -17.95 21.40 -26.17
H -8.47 20.13 -26.44
H -10.20 20.11 -26.18
H -7.89 24.00 -24.14
H -15.68 19.88 -24.77
H -9.22 20.90 -28.59
H -7.08 17.90 -21.06
H -15.91 23.05 -27.45
H -14.31 15.35 -22.46
H -7.48 16.68 -22.27
H -11.37 18.51 -19.06
H -9.12 20.61 -24.89
H -11.67 16.48 -26.33
H -6.17 22.44 -25.43
H -9.30 25.01 -24.66
H -14.03 19.85 -27.36
H -8.77 19.38 -21.71
H -10.07 17.14 -24.33
H -7.05 20.71 -28.42
H -11.89 21.26 -25.87
H -15.10 17.55 -21.86
H -6.00 20.96 -26.41
H -8.53 23.24 -27.72
H -7.14 17.73 -24.98

=====

> Which formula does entry 1 have?

C3H10NO3